This record from the Open Molecules 2025 dataset describes a structure of composition C17H14ClNO3SW in a non-equilibrium geometry. The level of theory is ωB97M-V/def2-TZVPD.

Element x y z (Å)
C: -2.846 -1.159 0.348
C: -3.658 -0.108 -0.189
C: -3.240 1.135 0.418
H: -4.506 -0.257 -0.854
C: -2.205 0.850 1.345
C: -1.970 -0.556 1.322
H: -1.367 -1.100 2.040
H: -2.986 -2.227 0.188
H: -3.676 2.111 0.227
H: -1.738 1.539 2.038
W: -1.300 0.033 -1.319
Cl: -1.089 -2.193 -1.923
C: -0.703 0.411 -3.394
C: -0.531 1.570 -2.578
C: -1.820 1.974 -2.096
H: 0.352 2.182 -2.513
C: -2.784 1.027 -2.588
C: -2.103 0.075 -3.392
H: -2.607 -0.686 -3.974
H: 0.057 -0.028 -4.012
H: -2.045 2.882 -1.545
H: -3.863 1.092 -2.451
O: 0.369 -2.048 0.887
C: 1.021 -1.004 0.747
N: 0.545 0.081 -0.034
S: 1.260 1.520 0.592
O: 2.934 1.064 0.295
O: 1.043 2.622 -0.342
C: 3.327 -0.040 0.995
C: 4.672 -0.144 1.417
C: 4.965 -0.945 2.516
C: 3.951 -1.724 3.098
C: 2.677 -1.773 2.528
C: 2.331 -0.896 1.487
H: 5.424 0.449 0.903
H: 5.985 -0.956 2.925
H: 4.186 -2.279 4.000
H: 1.937 -2.494 2.889

Computed properties:
⟨S²⟩	2.016
E	-1862.05702	a.u.
spin multiplicity	3
HOMO level (spin up / spin down)	-6.98 / -8.26	eV
LUMO (spin up / spin down)	-1.09 / -0.97	eV
orbital gap (spin up / spin down)	5.889 / 7.290	eV

=====

This record from the Open Molecules 2025 dataset describes the molecule C17H22N2O3. The level of theory is ωB97M-V/def2-TZVPD.

Element x y z (Å)
C: 2.119 3.796 1.213
C: 1.241 2.744 0.608
C: -0.121 2.718 0.885
C: -0.945 1.736 0.371
C: -0.417 0.744 -0.448
C: 0.936 0.775 -0.757
C: 1.760 1.762 -0.239
N: 3.137 1.747 -0.566
C: 3.966 0.717 -0.259
O: 3.695 -0.219 0.456
C: 5.292 0.976 -0.962
C: 5.210 2.440 -1.389
H: 5.736 2.641 -2.320
H: 5.628 3.080 -0.611
C: 3.705 2.684 -1.514
H: 3.418 3.709 -1.271
H: 3.344 2.457 -2.527
H: 6.131 0.754 -0.306
H: 5.347 0.306 -1.823
H: 1.345 0.012 -1.402
C: -1.250 -0.337 -1.053
O: -1.022 -0.795 -2.157
N: -2.297 -0.738 -0.292
H: -2.335 -0.478 0.682
C: -3.106 -1.876 -0.650
H: -4.162 -1.588 -0.636
H: -2.817 -2.174 -1.660
C: -2.876 -3.029 0.340
C: -3.780 -4.236 0.054
H: -3.261 -5.162 0.302
C: -4.947 -4.012 1.013
H: -5.672 -3.322 0.580
C: -4.238 -3.361 2.198
H: -3.809 -4.128 2.859
H: -4.883 -2.708 2.790
O: -3.196 -2.574 1.653
H: -5.456 -4.932 1.290
H: -4.086 -4.272 -0.989
H: -1.811 -3.297 0.319
H: -2.002 1.756 0.593
H: -0.537 3.480 1.528
H: 1.716 4.121 2.169
H: 2.177 4.670 0.562
H: 3.125 3.412 1.367

Computed properties:
SMILES string	Cc1ccc(C(=O)NC[C@@H]2CCCO2)cc1N1CCCC1=O
E	-996.27375	a.u.
HOMO level	-9.02	eV
LUMO	0.82	eV
relative energy (zero: lowest compared OMol25 entry of this formula, charge and spin)	24.6	kcal/mol
orbital gap	9.840	eV

=====

This record from the Open Molecules 2025 dataset describes a cluster of 2 separate species, C33H38F3N4O7PS2 in total in a non-equilibrium geometry. The level of theory is ωB97M-V/def2-TZVPD.

Element x y z (Å)
C: -4.399 -4.322 0.970
C: -3.085 -3.817 0.739
C: -2.153 -4.223 -0.540
C: -0.961 -3.112 -0.546
C: -1.373 -1.720 -1.192
N: -2.752 -1.538 -1.763
C: -3.438 -0.852 -0.864
O: -4.167 -0.491 0.089
C: -0.350 -0.537 -1.229
C: 1.084 -0.830 -0.592
C: 1.494 -2.199 0.032
C: 2.965 -2.360 0.675
O: 3.846 -2.800 -0.391
C: 5.115 -2.105 -0.393
C: 5.415 -1.316 -1.797
C: 5.614 0.286 -1.585
C: 0.473 -3.390 0.071
P: 0.753 -5.102 0.808
C: 2.561 -5.655 0.744
C: 0.022 -5.168 2.554
S: 2.235 0.654 -0.622
C: 1.041 2.023 -0.143
C: 1.426 3.144 0.879
C: 2.892 3.102 1.523
C: 2.822 2.093 2.808
C: 3.283 2.499 4.297
N: 2.365 0.849 2.641
C: 0.362 4.231 1.263
N: 0.593 5.321 2.246
C: 1.552 6.129 1.881
O: 2.657 6.738 1.807
C: -1.080 4.139 0.589
C: -2.146 5.277 1.032
C: -2.712 5.089 2.528
C: -4.179 4.398 2.471
F: -5.066 5.019 1.544
F: -3.963 3.017 2.116
F: -4.841 4.435 3.760
C: -1.456 3.007 -0.435
C: -2.905 2.861 -1.151
C: -0.386 1.898 -0.846
N: -0.691 0.790 -1.788
C: -0.103 1.021 -3.151
C: -1.180 0.425 -4.219
C: -1.226 -0.979 -4.587
H: -4.764 -4.310 2.072
H: -5.087 -4.662 0.123
H: -2.679 -3.033 1.494
H: -1.761 -5.294 -0.439
H: -2.786 -4.145 -1.509
H: 2.983 -3.099 1.573
H: 3.230 -1.330 1.121
H: 5.969 -2.895 -0.316
H: 5.280 -1.382 0.481
H: 4.573 -1.441 -2.565
H: 6.390 -1.713 -2.291
H: 4.838 0.866 -2.219
H: 6.648 0.619 -1.999
H: 5.592 0.596 -0.481
H: 2.598 -6.809 0.892
H: 3.042 -5.425 -0.268
H: 3.195 -5.231 1.626
H: 0.182 -4.161 3.118
H: 0.340 -6.076 3.174
H: -1.132 -5.245 2.419
H: 3.647 2.619 0.785
H: 3.309 4.117 1.852
H: 2.367 2.954 4.850
H: 3.543 1.520 4.865
H: 4.201 3.200 4.318
H: 2.363 0.341 3.541
H: -2.961 5.353 0.225
H: -1.548 6.275 1.021
H: -2.897 6.145 2.982
H: -2.001 4.556 3.250
H: -3.588 3.766 -0.990
H: -2.684 2.628 -2.258
H: -3.417 1.943 -0.666
H: 0.892 0.463 -3.328
H: -0.007 2.154 -3.394
H: -1.971 1.088 -4.743
H: -0.288 -1.578 -4.872
H: -2.225 -1.566 -4.588
O: -6.791 -1.968 -5.299
S: -5.870 -1.547 -4.219
O: -4.474 -1.851 -4.611
O: -6.197 -2.281 -2.973
O: -6.009 -0.091 -3.986

Computed properties:
E	-3462.60781	a.u.
HOMO level	0.27	eV
charge	-2
LUMO	2.72	eV
orbital gap	2.454	eV

=====

This record from the Open Molecules 2025 dataset describes a cluster of 2 separate species, C8H14N3O in total in a non-equilibrium geometry. The level of theory is ωB97M-V/def2-TZVPD.

Element x y z (Å)
C: 3.301 -1.063 -0.297
C: 2.076 -1.555 0.012
C: 1.984 0.643 0.144
C: -1.819 -0.482 -1.099
C: -2.036 -1.608 -0.129
C: -0.682 0.030 0.882
C: -1.384 0.731 -0.266
C: 1.664 1.997 0.420
N: 3.256 0.343 -0.167
N: 1.228 -0.432 0.312
N: -1.192 -1.149 0.955
O: -2.459 1.613 0.135
H: 4.053 -1.670 -0.847
H: -1.156 -0.605 -1.943
H: -2.788 -0.226 -1.622
H: -3.134 -1.557 0.178
H: -1.744 -2.551 -0.509
H: 1.800 -2.617 -0.098
H: -0.701 1.395 -0.813
H: 2.162 2.190 1.370
H: 2.093 2.741 -0.303
H: 0.563 2.148 0.472
H: 3.958 1.061 -0.240
H: -0.355 0.546 1.786
H: -0.947 -1.878 1.631
H: -2.715 1.147 0.945

Computed properties:
E	-552.46069	a.u.
HOMO level	-12.92	eV
charge	+1
LUMO	-3.10	eV
relative energy (zero: lowest compared OMol25 entry of this formula, charge and spin)	24.6	kcal/mol
orbital gap	9.819	eV

=====

This record from the Open Molecules 2025 dataset describes the molecule C19H28ClN3O2S. The level of theory is ωB97M-V/def2-TZVPD.

Element x y z (Å)
C: 3.107 7.875 -1.270
H: 3.233 8.951 -1.162
O: 1.756 7.622 -0.971
C: 1.304 6.343 -1.059
C: 2.072 5.233 -1.389
C: 1.517 3.968 -1.455
C: 0.163 3.779 -1.211
C: -0.617 4.880 -0.857
C: -0.053 6.136 -0.782
Cl: -1.030 7.487 -0.340
H: -1.669 4.763 -0.643
N: -0.455 2.527 -1.237
C: -0.173 1.457 -2.043
N: -0.888 0.331 -1.802
C: -0.756 -0.826 -2.660
C: 0.112 -1.902 -2.014
H: 0.181 -2.743 -2.701
H: 1.117 -1.513 -1.849
C: -0.483 -2.333 -0.665
N: 0.382 -3.338 -0.046
C: 0.264 -4.630 -0.693
H: 0.956 -5.325 -0.221
H: 0.541 -4.544 -1.741
H: -0.750 -5.055 -0.637
C: 0.315 -3.456 1.396
H: 1.054 -4.211 1.679
C: -1.071 -3.829 1.995
H: -1.795 -3.940 1.181
C: -1.028 -5.068 2.892
H: -2.026 -5.502 2.976
H: -0.342 -5.828 2.527
C: -0.607 -4.458 4.227
H: 0.473 -4.312 4.251
C: -1.328 -3.108 4.196
H: -2.301 -3.163 4.700
O: -1.559 -2.785 2.832
H: -0.742 -2.308 4.660
H: -0.902 -5.059 5.083
H: 0.634 -2.511 1.839
H: -1.494 -2.748 -0.849
C: -0.637 -1.074 0.193
H: 0.352 -0.657 0.393
C: -1.482 -0.020 -0.530
H: -1.580 0.849 0.120
H: -2.485 -0.422 -0.722
H: -1.125 -1.308 1.139
H: -0.319 -0.506 -3.606
H: -1.762 -1.220 -2.845
S: 0.900 1.558 -3.300
H: -1.370 2.526 -0.806
H: 2.143 3.131 -1.708
H: 3.124 5.343 -1.595
H: 3.776 7.360 -0.573
H: 3.352 7.582 -2.296

Computed properties:
SMILES string	COc1ccc(NC(=S)N2CCC(N(C)C[C@H]3CCCO3)CC2)cc1Cl
E	-1913.90078	a.u.
HOMO level	-7.71	eV
LUMO	0.63	eV
relative energy (zero: lowest compared OMol25 entry of this formula, charge and spin)	4.4	kcal/mol
orbital gap	8.336	eV

=====

This record from the Open Molecules 2025 dataset describes a structure of composition C49H37Cl2N3O5P2STc in a non-equilibrium geometry. The level of theory is ωB97M-V/def2-TZVPD.

Element x y z (Å)
Tc: 0.895 -1.463 -0.358
O: -1.486 -0.393 -1.956
S: -2.111 -1.480 -1.239
O: -2.822 -1.260 -0.018
N: -0.797 -2.415 -0.850
C: -0.772 -3.801 -0.905
C: -1.830 -4.695 -0.922
C: -1.583 -6.072 -1.035
C: -0.310 -6.568 -1.108
C: 0.792 -5.689 -1.066
C: 2.141 -6.097 -1.140
C: 3.131 -5.146 -1.123
C: 2.798 -3.797 -0.995
N: 1.542 -3.379 -0.883
C: 0.544 -4.308 -0.952
C: -3.141 -2.378 -2.353
C: -2.634 -2.811 -3.569
C: -3.442 -3.590 -4.381
C: -4.727 -3.922 -3.967
C: -5.227 -3.463 -2.754
C: -4.430 -2.680 -1.936
H: -2.842 -4.339 -0.828
H: -2.426 -6.748 -1.070
H: -0.134 -7.632 -1.199
H: 2.370 -7.153 -1.205
H: 4.172 -5.424 -1.201
H: 3.566 -3.035 -0.968
H: -1.630 -2.535 -3.868
H: -3.074 -3.942 -5.335
H: -5.347 -4.547 -4.596
H: -6.230 -3.719 -2.443
H: -4.774 -2.305 -0.980
Cl: 5.611 -0.248 0.948
C: 4.349 -0.759 1.978
C: 4.495 -0.745 3.369
C: 3.473 -1.135 4.204
Cl: 3.691 -1.077 5.903
C: 2.236 -1.575 3.668
C: 1.133 -2.044 4.404
C: -0.010 -2.429 3.735
C: -0.078 -2.346 2.348
N: 0.948 -1.902 1.624
C: 2.094 -1.530 2.267
C: 3.130 -1.125 1.401
O: 2.858 -1.116 0.125
H: 5.436 -0.418 3.790
H: 1.194 -2.108 5.482
H: -0.870 -2.806 4.270
H: -0.977 -2.609 1.806
O: 1.824 0.708 -1.310
P: 1.533 2.165 -1.118
C: -0.270 2.466 -1.200
P: -1.075 1.550 0.165
O: -0.295 0.257 0.442
C: -2.866 1.721 -0.159
C: -3.370 2.014 -1.423
C: -4.735 2.171 -1.610
C: -5.599 2.079 -0.529
C: -5.097 1.823 0.740
C: -3.740 1.631 0.923
C: -1.014 2.481 1.719
C: -0.546 1.860 2.871
C: -0.663 2.498 4.097
C: -1.266 3.744 4.176
C: -1.729 4.371 3.027
C: -1.603 3.742 1.800
C: 2.074 2.884 0.447
C: 2.644 2.121 1.453
C: 3.029 2.714 2.644
C: 2.836 4.073 2.834
C: 2.273 4.845 1.825
C: 1.902 4.255 0.630
C: 2.338 3.174 -2.375
C: 3.732 3.162 -2.377
C: 4.424 3.882 -3.335
C: 3.726 4.611 -4.290
C: 2.339 4.619 -4.291
C: 1.640 3.897 -3.335
H: -0.606 2.006 -2.130
H: -0.534 3.523 -1.173
H: -2.707 2.102 -2.271
H: -5.119 2.371 -2.602
H: -6.662 2.212 -0.678
H: -5.769 1.785 1.587
H: -3.355 1.380 1.903
H: -0.112 0.872 2.798
H: -0.297 2.015 4.994
H: -1.383 4.227 5.137
H: -2.212 5.336 3.096
H: -1.986 4.222 0.907
H: 2.774 1.064 1.294
H: 3.476 2.114 3.428
H: 3.142 4.540 3.761
H: 2.136 5.908 1.969
H: 1.484 4.858 -0.170
H: 4.264 2.586 -1.627
H: 5.505 3.872 -3.349
H: 4.265 5.166 -5.046
H: 1.800 5.179 -5.043
H: 0.557 3.903 -3.342

Computed properties:
⟨S²⟩	3.795
E	-4511.65262	a.u.
spin multiplicity	4
HOMO level (spin up / spin down)	-12.91 / -12.90	eV
charge	+2
LUMO (spin up / spin down)	-6.48 / -7.44	eV
orbital gap (spin up / spin down)	6.429 / 5.456	eV

=====

This record from the Open Molecules 2025 dataset describes the molecule C2H5N5O in a non-equilibrium geometry. The level of theory is ωB97M-V/def2-TZVPD.

Element x y z (Å)
C: 1.246 -0.137 0.118
C: -0.838 -0.763 -0.262
H: 3.104 0.558 -0.181
H: 2.898 -1.178 0.019
H: -2.295 -2.109 0.487
H: -1.899 2.116 -0.082
H: 0.633 1.838 0.489
N: 2.645 -0.180 0.291
N: 0.466 -1.319 0.033
N: -2.109 -1.231 0.023
N: -0.714 0.628 -0.473
N: 0.598 1.129 -0.516
O: -1.386 1.373 0.578

Computed properties:
SMILES string	[H]/N=c1\nc(N)[nH]n1O
E	-428.03773	a.u.
HOMO level	-8.73	eV
LUMO	0.26	eV
relative energy (zero: lowest compared OMol25 entry of this formula, charge and spin)	116.3	kcal/mol
orbital gap	8.983	eV

=====

This record from the Open Molecules 2025 dataset describes a structure of composition C27H24AsN3O4S2W in a non-equilibrium geometry. The level of theory is ωB97M-V/def2-TZVPD.

Element x y z (Å)
W: -0.747 0.408 1.817
N: -0.130 -2.220 1.471
C: -1.220 -2.873 0.734
C: -2.505 -2.285 1.280
O: -3.453 -3.005 1.569
N: -2.430 -0.957 1.477
C: -3.353 -0.445 2.494
C: -2.438 0.238 3.538
O: -2.726 1.207 4.184
O: -1.216 -0.393 3.589
H: -0.249 -2.408 2.464
H: 0.764 -2.611 1.201
H: -1.112 -2.671 -0.331
H: -1.258 -3.951 0.883
H: -4.075 0.267 2.103
H: -3.878 -1.254 3.006
O: 0.366 1.658 1.119
N: 1.410 -0.041 2.708
C: 2.446 -0.841 2.490
C: 3.734 -0.544 2.908
C: 3.949 0.638 3.594
C: 2.887 1.498 3.797
C: 1.638 1.135 3.306
S: 0.256 2.219 3.322
H: 2.257 -1.766 1.970
H: 4.536 -1.233 2.686
H: 4.939 0.898 3.948
H: 3.002 2.452 4.291
S: -2.431 2.011 0.944
C: -1.622 2.695 -0.479
C: -1.836 4.032 -0.805
C: -1.272 4.575 -1.951
C: -0.515 3.787 -2.808
C: -0.306 2.450 -2.498
C: -0.835 1.918 -1.334
As: -0.419 0.139 -0.724
C: 1.468 -0.070 -1.034
C: 1.969 -1.365 -1.154
C: 3.338 -1.590 -1.199
C: 4.216 -0.517 -1.112
C: 3.720 0.774 -0.996
C: 2.350 1.001 -0.957
C: -1.230 -0.843 -2.150
C: -2.595 -1.108 -2.030
C: -3.268 -1.749 -3.058
C: -2.583 -2.121 -4.209
C: -1.230 -1.845 -4.332
C: -0.546 -1.208 -3.302
H: -2.443 4.644 -0.150
H: -1.425 5.623 -2.175
H: -0.083 4.211 -3.706
H: 0.273 1.823 -3.167
H: 1.288 -2.206 -1.237
H: 3.718 -2.599 -1.308
H: 5.285 -0.687 -1.145
H: 4.402 1.613 -0.928
H: 1.967 2.008 -0.865
H: -3.130 -0.813 -1.133
H: -4.326 -1.958 -2.961
H: -3.106 -2.625 -5.011
H: -0.699 -2.124 -5.233
H: 0.509 -0.998 -3.412

Computed properties:
E	-4607.72174	a.u.
HOMO level (spin up / spin down)	-7.05 / -7.05	eV
LUMO (spin up / spin down)	-2.08 / -2.07	eV
relative energy (zero: lowest compared OMol25 entry of this formula, charge and spin)	108.4	kcal/mol
orbital gap (spin up / spin down)	4.976 / 4.978	eV